13
Properties=species:S:1:pos:R:3:forces:R:3:nbo_charge:R:1 method="wB97M-V/def2-TZVPD" max_force_ev_per_a=3.204 e_homo_ev=-11.5 homo_lumo_gap_ha=0.43544 energy_ha=-442.34897 relative_energy_ev=0.077 total_charge=0 smiles=CB(C)C(F)(F)F
C 1.2763 0.5412 -0.5881 3.1 -0.5 -0.5 -1.053
B 0.0008 0.1616 0.0876 -0.8 -1.2 0.4 0.800
C -1.1187 1.1070 0.4753 -2.3 1.0 0.4 -1.040
C -0.2248 -1.4829 0.2073 0.8 -0.3 -2.3 0.742
F 0.5592 -2.1927 1.0053 0.1 0.2 1.7 -0.323
F 0.1797 -2.0469 -1.0335 -1.1 0.8 0.3 -0.378
F -1.5001 -1.8528 0.3949 0.1 -0.1 0.1 -0.326
H 2.1314 0.1708 0.0736 -0.9 -0.4 -0.9 0.268
H 1.6746 1.5422 -0.7377 -1.0 0.5 -0.2 0.244
H 1.2993 -0.0162 -1.5735 0.4 0.4 1.1 0.284
H -2.1284 0.6246 0.6855 1.3 0.4 -0.3 0.250
H -1.2765 1.7861 -0.4475 0.3 -0.5 1.8 0.259
H -0.8730 1.6580 1.4509 -0.2 -0.2 -1.6 0.273